This record from OMol25 describes a structure of composition C76H180F6N16O24S2. The level of theory is ωB97M-V/def2-TZVPD.

Last column: Mulliken charge in e.
Geometry (Å):
C 0.240 2.248 1.934  0.58
F -0.422 1.145 2.235  -0.22
F -0.586 3.194 1.424  -0.23
F 0.712 2.828 3.108  -0.24
S 1.538 1.752 0.700  0.64
O 2.044 3.031 0.330  -0.65
O 2.378 0.825 1.423  -0.49
N 0.575 1.197 -0.376  -0.39
S 1.130 -0.244 -1.076  0.76
O 1.903 0.004 -2.314  -0.36
O 1.522 -1.219 -0.110  -0.30
C -0.472 -0.768 -1.867  0.11
F -1.246 -1.127 -0.828  -0.22
F -1.036 0.237 -2.595  -0.14
F -0.318 -1.792 -2.656  -0.10
C -10.718 1.308 8.096  -0.73
O -10.124 2.567 7.816  -0.38
C -10.258 3.657 8.697  -0.45
C -9.766 4.915 8.028  -0.65
N -8.481 4.461 7.334  -0.23
H -8.652 3.531 6.920  0.41
H -8.170 5.140 6.630  0.42
C -7.215 4.478 8.302  -0.70
C -6.132 3.484 7.866  -0.53
O -5.762 3.800 6.500  -0.37
C -5.429 2.569 5.758  -0.74
H -11.811 1.348 8.011  0.28
H -10.382 1.087 9.111  0.35
H -10.308 0.569 7.408  0.24
H -9.780 3.475 9.663  0.38
H -11.301 3.798 8.911  0.48
H -9.496 5.737 8.671  0.36
H -10.449 5.153 7.216  0.38
H -7.592 4.277 9.282  0.42
H -6.771 5.489 8.211  0.40
H -6.485 2.465 7.873  0.41
H -5.295 3.634 8.571  0.34
H -5.339 2.872 4.720  0.24
H -6.237 1.881 5.888  0.37
H -4.508 2.156 6.125  0.33
C -7.592 2.354 -10.779  -0.78
O -6.390 2.949 -10.268  -0.37
C -5.806 3.866 -11.160  -0.56
C -4.857 4.620 -10.293  -0.56
N -3.959 3.520 -9.590  -0.19
H -4.536 2.711 -9.643  0.47
H -3.136 3.386 -10.204  0.42
C -3.455 4.006 -8.264  -0.78
C -2.793 2.988 -7.420  -0.17
O -3.617 1.864 -7.257  -0.39
C -4.700 2.078 -6.322  -0.61
H -7.873 1.623 -10.018  0.22
H -7.520 1.920 -11.778  0.34
H -8.299 3.168 -10.781  0.35
H -6.531 4.592 -11.532  0.47
H -5.261 3.419 -11.983  0.36
H -5.405 5.247 -9.555  0.33
H -4.142 5.157 -10.887  0.41
H -4.285 4.480 -7.755  0.39
H -2.724 4.770 -8.516  0.36
H -2.473 3.455 -6.476  0.13
H -1.999 2.669 -8.046  0.45
H -4.508 1.763 -5.292  0.19
H -5.541 1.494 -6.769  0.34
H -4.972 3.121 -6.220  0.28
C 5.492 1.988 -5.888  -0.76
O 6.102 0.903 -5.222  -0.17
C 6.337 1.172 -3.855  -0.37
C 7.283 0.131 -3.364  -0.80
N 8.539 0.051 -4.185  -0.10
H 8.233 0.202 -5.158  0.50
H 9.173 0.791 -3.965  0.41
C 9.185 -1.325 -4.169  -0.28
C 10.095 -1.360 -5.354  -0.62
O 9.285 -1.207 -6.527  -0.27
C 9.952 -1.495 -7.746  -0.80
H 6.045 2.872 -5.578  0.44
H 4.477 2.092 -5.518  -0.01
H 5.523 1.826 -6.940  0.34
H 5.435 1.166 -3.263  0.20
H 6.852 2.160 -3.786  0.48
H 6.804 -0.855 -3.437  0.19
H 7.527 0.296 -2.334  0.43
H 8.370 -2.051 -4.209  0.02
H 9.701 -1.408 -3.226  0.40
H 10.576 -2.359 -5.381  0.48
H 10.889 -0.615 -5.313  0.40
H 9.208 -1.372 -8.527  0.29
H 10.267 -2.545 -7.805  0.24
H 10.812 -0.809 -7.870  0.33
C -9.170 1.656 -3.487  -0.73
O -9.281 0.815 -2.327  -0.35
C -10.603 0.439 -2.044  -0.56
C -10.620 -0.043 -0.659  -0.58
N -9.398 -0.885 -0.433  -0.18
H -9.526 -1.828 -0.828  0.41
H -8.625 -0.458 -0.940  0.49
C -8.962 -0.876 0.992  -0.68
C -7.510 -1.318 1.170  -0.62
O -6.638 -0.672 0.368  -0.27
C -5.318 -0.614 0.813  -0.73
H -9.503 2.653 -3.225  0.34
H -9.701 1.229 -4.345  0.34
H -8.086 1.703 -3.690  0.16
H -11.053 -0.338 -2.670  0.41
H -11.336 1.281 -2.165  0.42
H -11.516 -0.554 -0.396  0.40
H -10.482 0.839 0.013  0.30
H -9.585 -1.616 1.503  0.35
H -9.150 0.125 1.379  0.38
H -7.487 -2.401 1.118  0.41
H -7.200 -1.157 2.200  0.47
H -4.723 -0.415 -0.100  0.19
H -4.925 -1.596 1.130  0.32
H -5.297 0.169 1.600  0.32
C 5.153 -9.099 3.023  -0.65
O 4.540 -8.412 1.892  -0.31
C 4.992 -8.718 0.581  -0.63
C 5.087 -7.508 -0.318  -0.53
N 3.861 -6.690 -0.137  0.70
H 3.697 -6.746 0.881  0.34
H 3.901 -5.630 -0.388  0.13
C 2.713 -7.343 -0.793  -0.85
C 1.426 -6.553 -0.792  -0.58
O 1.003 -6.177 0.540  -0.27
C -0.242 -5.496 0.443  -0.64
H 6.076 -9.572 2.760  0.41
H 4.498 -9.887 3.364  0.27
H 5.259 -8.281 3.721  0.09
H 4.299 -9.440 0.077  0.36
H 6.019 -9.136 0.587  0.47
H 5.108 -7.934 -1.356  0.25
H 5.926 -6.811 -0.207  0.43
H 2.628 -8.311 -0.322  0.48
H 2.940 -7.481 -1.848  0.36
H 0.673 -7.183 -1.294  0.44
H 1.531 -5.583 -1.327  0.24
H -0.252 -4.722 -0.318  0.15
H -0.601 -5.213 1.419  0.28
H -1.075 -6.134 0.012  0.34
C -0.868 -2.519 5.706  -0.86
O -1.207 -3.170 6.940  -0.39
C -1.524 -4.586 6.803  -0.45
C -2.648 -4.941 7.737  -0.68
N -2.245 -4.218 9.004  -0.18
H -1.387 -4.546 9.388  0.38
H -1.962 -3.272 8.782  0.47
C -3.362 -4.231 10.038  -0.60
C -3.327 -2.952 10.820  -0.59
O -3.409 -1.945 9.788  -0.30
C -3.582 -0.632 10.288  -0.76
H -1.713 -2.546 5.011  0.35
H 0.017 -3.042 5.322  0.30
H -0.530 -1.519 5.851  0.33
H -0.670 -5.216 6.993  0.37
H -1.917 -4.759 5.821  0.40
H -2.707 -6.003 7.883  0.36
H -3.620 -4.605 7.442  0.40
H -3.377 -5.181 10.561  0.48
H -4.262 -4.174 9.450  0.27
H -2.373 -2.881 11.305  0.36
H -4.140 -2.886 11.571  0.50
H -2.759 -0.399 10.963  0.35
H -4.541 -0.490 10.773  0.30
H -3.483 -0.012 9.418  0.20
C 1.601 1.762 -5.719  -0.55
O 1.054 2.926 -5.157  -0.51
C 1.974 3.692 -4.441  -0.58
C 2.019 3.372 -2.923  -0.58
N 0.636 3.188 -2.453  1.03
H 0.121 2.771 -3.228  0.38
H 0.671 2.445 -1.707  -0.36
C -0.206 4.361 -1.953  -0.84
C -1.649 3.957 -1.926  -0.58
O -1.944 3.219 -3.096  -0.33
C -3.090 2.390 -3.040  -0.52
H 0.751 1.152 -6.023  0.29
H 2.205 1.199 -4.967  0.11
H 2.146 2.053 -6.627  0.46
H 1.698 4.717 -4.592  0.53
H 3.022 3.528 -4.762  0.27
H 2.553 4.122 -2.376  0.45
H 2.499 2.427 -2.788  0.26
H 0.066 5.103 -2.686  0.57
H 0.100 4.628 -0.954  0.25
H -2.259 4.863 -1.976  0.47
H -1.946 3.388 -1.039  0.42
H -2.961 1.624 -2.273  0.23
H -3.090 1.910 -4.014  -0.20
H -4.059 2.893 -2.927  0.49
C 3.173 -1.788 -6.192  -0.36
O 4.154 -2.792 -6.299  -0.23
C 3.454 -4.067 -6.290  -0.86
C 4.068 -4.875 -5.193  0.10
N 5.563 -5.120 -5.535  0.00
H 5.687 -5.032 -6.546  0.39
H 6.070 -4.312 -5.183  0.21
C 6.114 -6.506 -5.223  -0.39
C 7.278 -6.760 -6.199  -0.71
O 7.836 -5.531 -6.489  -0.26
C 8.632 -5.482 -7.669  -0.43
H 2.508 -1.939 -5.323  0.23
H 2.628 -1.712 -7.153  0.41
H 3.660 -0.853 -5.936  -0.16
H 3.541 -4.630 -7.242  0.40
H 2.428 -4.047 -5.947  0.44
H 3.573 -5.829 -4.984  0.35
H 4.030 -4.326 -4.267  -0.17
H 5.298 -7.183 -5.430  0.39
H 6.462 -6.563 -4.206  0.29
H 6.915 -7.351 -7.047  0.41
H 7.994 -7.409 -5.645  0.43
H 9.369 -6.288 -7.762  0.37
H 9.094 -4.481 -7.609  -0.15
H 7.982 -5.425 -8.556  0.36
C 2.840 -2.624 7.061  -0.64
O 3.902 -1.746 7.107  -0.43
C 4.079 -0.878 5.966  -0.72
C 5.135 -1.521 5.017  -0.20
N 6.287 -2.189 5.757  -0.16
H 6.593 -1.543 6.508  0.41
H 5.924 -2.997 6.291  0.46
C 7.402 -2.771 4.961  -0.90
C 6.781 -3.636 3.893  -0.28
O 5.967 -4.477 4.642  -0.43
C 5.022 -5.237 3.957  -0.74
H 2.974 -3.356 7.876  0.36
H 2.923 -3.250 6.181  0.23
H 1.923 -2.011 7.122  0.31
H 4.260 0.167 6.290  0.39
H 3.171 -0.891 5.351  0.41
H 5.535 -0.755 4.359  0.43
H 4.670 -2.287 4.409  -0.02
H 8.039 -3.338 5.618  0.39
H 7.858 -1.875 4.611  0.45
H 7.540 -4.051 3.270  0.56
H 6.196 -3.043 3.186  0.17
H 4.542 -5.902 4.620  0.43
H 5.513 -5.803 3.151  0.29
H 4.296 -4.523 3.487  0.21
C -3.322 -5.627 -9.641  -1.18
C -2.210 -5.160 -8.758  -0.33
N -2.671 -4.976 -7.335  0.16
C -3.178 -6.005 -6.547  -0.29
C -3.542 -5.415 -5.372  -0.58
N -3.148 -4.053 -5.447  0.22
C -2.761 -3.849 -6.682  -0.08
C -3.238 -2.999 -4.450  -0.97
H -2.984 -5.942 -10.618  0.39
H -4.081 -4.847 -9.689  0.32
H -3.791 -6.590 -9.369  0.38
H -1.812 -4.165 -9.087  0.27
H -1.440 -5.945 -8.713  0.29
H -3.239 -7.000 -6.923  0.49
H -3.942 -5.868 -4.487  0.44
H -2.470 -2.866 -7.027  0.40
H -4.293 -2.770 -4.353  0.40
H -2.794 -2.080 -4.788  0.31
H -2.848 -3.417 -3.528  0.37
C 6.526 6.022 9.522  -1.09
C 5.157 6.013 8.625  -0.38
N 5.266 6.891 7.476  0.19
C 5.674 8.174 7.434  -0.22
C 5.748 8.582 6.151  -0.57
N 5.280 7.557 5.403  0.16
C 5.006 6.522 6.219  -0.16
C 5.331 7.481 3.951  -0.85
H 6.445 5.520 10.489  0.36
H 6.950 7.011 9.658  0.36
H 7.325 5.495 9.004  0.34
H 4.305 6.257 9.262  0.31
H 4.976 4.993 8.243  0.26
H 5.853 8.700 8.358  0.47
H 6.093 9.571 5.854  0.44
H 4.680 5.590 5.823  0.40
H 4.984 6.487 3.606  0.28
H 6.326 7.730 3.587  0.37
H 4.576 8.122 3.515  0.34
C 0.017 7.855 5.077  -1.20
C -1.387 8.446 5.058  -0.23
N -1.684 9.128 3.846  0.24
C -1.495 8.744 2.509  -0.42
C -1.969 9.749 1.735  -0.42
N -2.469 10.742 2.596  0.11
C -2.296 10.324 3.835  -0.12
C -2.976 12.009 2.109  -0.72
H 0.720 8.679 5.026  0.35
H 0.232 7.228 4.198  0.27
H 0.150 7.231 5.957  0.39
H -1.523 9.092 5.920  0.34
H -2.035 7.572 5.180  0.25
H -0.946 7.841 2.264  0.43
H -2.072 9.863 0.640  0.37
H -2.542 10.889 4.731  0.38
H -2.841 12.003 1.034  0.28
H -2.514 12.824 2.660  0.35
H -4.043 12.135 2.188  0.35
C 4.564 -2.266 0.087  -0.91
C 4.208 -3.076 -1.292  0.33
O 4.297 -2.402 -2.334  -0.46
O 4.010 -4.303 -1.085  -0.95
H 5.614 -2.287 0.254  0.51
H 4.102 -2.754 0.963  0.10
H 4.180 -1.250 0.004  0.13

Energy = -192565.073 eV
HOMO = -21.558 eV
Charge = +10
Multiplicity = 1